C31H74Cu2N5O18 | wB97M-V/def2-TZVPD

Last column: Löwdin charge in e.
CARTESIAN COORDINATES (ANGSTROEM)
Cu (-0.34831, -0.39710, -0.98160)  0.792
Cu (-1.55036, -1.48912, 3.22434)  0.748
O (1.01645, -4.12990, 0.81157)  0.127
C (0.22826, -3.05374, 0.83456)  -0.827
O (-0.22164, -2.69238, 1.92014)  -0.013
O (-0.10205, -2.51232, -0.20354)  0.026
H (1.07078, -4.21397, 1.76633)  0.120
O (-4.49455, -0.73873, 0.04402)  0.156
C (-3.22535, -0.69163, 0.39751)  -0.799
O (-2.83809, -1.10095, 1.51485)  -0.024
O (-2.42231, -0.19345, -0.37383)  0.009
H (-4.87409, -1.21502, 0.78611)  0.126
O (1.09329, 1.98151, 2.42869)  0.175
C (0.41823, 0.96439, 1.97440)  -0.745
O (0.44402, 0.59046, 0.80696)  0.105
O (-0.34091, 0.38270, 2.74653)  0.189
H (0.76654, 1.94515, 3.33064)  0.103
C (-0.18201, -9.28305, -1.50207)  -0.095
O (-0.32394, -7.85366, -1.28193)  -0.202
C (-0.81341, -7.58116, 0.07369)  -0.206
C (-1.28545, -6.13567, 0.08975)  -0.239
N (-2.55047, -6.02391, -0.64196)  -0.027
C (-2.79299, -4.58258, -0.92301)  -0.163
C (-3.99557, -4.29449, -1.87722)  -0.249
O (-3.71178, -4.81984, -3.11949)  -0.192
C (-4.77432, -4.72346, -4.05385)  -0.095
H (-1.17804, -9.71952, -1.57639)  0.084
H (0.44202, -9.72049, -0.72277)  0.083
H (0.26268, -9.58855, -2.44919)  0.080
H (0.06158, -7.72165, 0.70833)  0.115
H (-1.54997, -8.25732, 0.50775)  0.122
H (-0.39287, -5.60495, -0.24152)  0.098
H (-1.38585, -5.83427, 1.13242)  0.118
H (-2.39421, -6.67893, -1.39471)  0.102
H (-1.89874, -4.23112, -1.43769)  0.085
H (-2.97867, -4.03621, 0.00171)  0.119
H (-4.16324, -3.21880, -1.93083)  0.107
H (-4.87539, -4.73388, -1.40716)  0.122
H (-5.52359, -5.45918, -3.76161)  0.091
H (-4.31745, -5.10720, -4.96605)  0.088
H (-5.20177, -3.75214, -4.30270)  0.088
C (2.21203, -1.91030, -2.46601)  -0.021
O (1.44260, -0.72137, -2.15009)  -0.278
C (1.85743, 0.43254, -2.82496)  -0.148
C (1.10096, 1.71662, -2.24427)  -0.146
N (-0.33780, 1.54803, -2.08565)  -0.036
C (-0.92269, 1.47095, -3.46183)  -0.115
C (-1.59963, 0.09968, -3.70073)  -0.152
O (-0.90959, -0.97743, -3.01026)  -0.236
C (-1.41650, -2.22351, -3.48885)  -0.054
H (3.26365, -1.80993, -2.19744)  0.090
H (2.07853, -2.13585, -3.52403)  0.104
H (1.82431, -2.77383, -1.92556)  0.093
H (1.59696, 0.19908, -3.85732)  0.126
H (2.92932, 0.60513, -2.72820)  0.127
H (1.28419, 2.55233, -2.91964)  0.134
H (1.51615, 2.00873, -1.27971)  0.100
H (-0.57258, 2.47119, -1.74986)  0.120
H (-0.11092, 1.47056, -4.18924)  0.109
H (-1.49688, 2.37150, -3.67958)  0.133
H (-1.71645, -0.07213, -4.77075)  0.130
H (-2.64959, 0.15869, -3.41399)  0.125
H (-0.96777, -3.01367, -2.88687)  0.089
H (-1.15383, -2.42846, -4.52668)  0.102
H (-2.49718, -2.36163, -3.52234)  0.091
C (-4.47686, 5.10138, -3.53986)  -0.090
O (-3.81568, 4.07766, -2.78126)  -0.216
C (-4.70395, 3.45255, -1.82911)  -0.197
C (-3.79808, 2.81339, -0.75214)  -0.202
N (-3.28988, 3.84527, 0.15244)  -0.023
C (-2.15854, 3.34569, 0.94007)  -0.201
C (-1.33400, 4.51741, 1.49316)  -0.193
O (-0.93578, 5.48515, 0.47216)  -0.205
C (-0.48875, 6.70251, 1.10178)  -0.089
H (-4.03906, 5.21474, -4.53162)  0.086
H (-4.27637, 5.99725, -2.95221)  0.087
H (-5.55811, 4.97221, -3.58794)  0.085
H (-5.28857, 2.66504, -2.30466)  0.118
H (-5.44666, 4.12355, -1.39758)  0.121
H (-3.05331, 2.23996, -1.30405)  0.088
H (-4.32925, 2.06367, -0.16573)  0.113
H (-3.03600, 4.64604, -0.40829)  0.100
H (-1.43614, 2.68753, 0.45730)  0.087
H (-2.49364, 2.71594, 1.76423)  0.122
H (-0.40365, 4.13914, 1.91677)  0.097
H (-1.92812, 5.00328, 2.26715)  0.118
H (-1.20742, 7.03080, 1.85268)  0.085
H (-0.24463, 7.48653, 0.38497)  0.093
H (0.41959, 6.45027, 1.64895)  0.068
C (3.67450, -0.83193, 0.72216)  -0.065
O (4.31264, 0.13543, 1.50888)  -0.245
C (4.86597, -0.31780, 2.71909)  -0.192
C (3.86519, -0.86581, 3.76856)  -0.178
N (3.40686, 0.20950, 4.68649)  -0.026
C (2.10133, -0.17264, 5.24199)  -0.197
C (1.46602, 0.93187, 6.14475)  -0.225
O (0.99045, 1.95200, 5.33205)  -0.211
C (0.19033, 2.85655, 6.11281)  -0.061
H (2.65859, -0.72367, 1.10204)  0.081
H (4.03088, -1.85576, 0.83555)  0.106
H (3.70575, -0.61439, -0.34546)  0.079
H (5.46614, 0.44229, 3.21924)  0.133
H (5.62142, -1.05275, 2.44115)  0.124
H (4.35993, -1.62228, 4.37772)  0.119
H (3.10358, -1.46240, 3.26642)  0.099
H (3.41229, 1.12876, 4.26812)  0.088
H (2.23626, -1.01187, 5.92433)  0.119
H (1.41384, -0.58455, 4.50320)  0.091
H (2.15715, 1.25976, 6.92123)  0.134
H (0.70939, 0.37477, 6.69727)  0.118
H (0.82167, 3.31963, 6.87114)  0.099
H (-0.59007, 2.28810, 6.61872)  0.087
H (-0.41411, 3.56008, 5.54026)  0.092
C (2.74864, 4.46303, 0.65924)  -0.041
C (3.45156, 3.10518, 0.76664)  -0.385
C (4.72044, 2.93561, -0.11684)  -0.169
O (4.40588, 3.08266, -1.48270)  -0.186
C (5.43819, 2.85707, -2.33234)  -0.152
N (3.78430, 2.71998, 2.17058)  0.060
H (3.48237, 5.26456, 0.57387)  0.083
H (2.09968, 4.78252, 1.47462)  0.061
H (2.21330, 4.45919, -0.29023)  0.075
H (2.61712, 2.44536, 0.52908)  0.091
H (5.20599, 1.99255, 0.13412)  0.112
H (5.52422, 3.62499, 0.14157)  0.130
H (5.24692, 3.17409, -3.35753)  0.095
H (5.80769, 1.83633, -2.23400)  0.090
H (6.27663, 3.50246, -2.07043)  0.088
H (2.87128, 2.74608, 2.60167)  0.031
H (4.01143, 1.73768, 2.11048)  0.008

Results
Orbital gap (spin up / spin down) (Ha): 0.2424 / 0.1153
HOMO (spin up / spin down) (eV): -10.26 / -10.26
Total charge: +1
<S²>: 2.01
E (Eh): -6134.10900
2S+1: 3